Computed, not measured: a molecular structure, C32H34Cl8N6OSeTa in a non-equilibrium geometry, with ωB97M-V/def2-TZVPD.

```
83
Properties=species:S:1:pos:R:3:lowdin_charge:R:1
Ta -0.35286 -0.94466 0.04467 1.47
Cl 0.27407 -3.63958 -6.64793 0.81
C 0.22465 -2.73610 -5.20303 -0.64
C -0.59134 -3.16985 -4.16133 -0.08
C -0.61910 -2.39666 -3.02994 -0.50
Cl -1.64524 -2.77276 -1.64578 0.78
C 0.11913 -1.23118 -2.90196 -0.38
O 0.00225 -0.53878 -1.70682 -0.40
C 0.93720 -0.82615 -3.93585 -0.58
Cl 1.85955 0.60746 -3.76106 0.81
C 0.98910 -1.58336 -5.08851 -0.07
H -1.17265 -4.07806 -4.25198 0.13
H 1.62184 -1.26961 -5.90855 0.13
Cl 2.35964 -1.22890 -0.05085 0.79
C 2.14515 0.08213 1.09003 -0.66
C 0.79670 0.39592 1.29423 -0.35
C 0.55487 1.48596 2.16038 -0.65
Cl -1.05279 2.01486 2.49506 0.82
C 1.60689 2.14724 2.78538 -0.69
Cl 1.29622 3.44818 3.83358 0.78
C 2.93608 1.74511 2.55149 -0.67
Cl 4.20786 2.52404 3.33288 0.84
C 3.21486 0.69778 1.66890 -0.71
Cl 4.80314 0.20021 1.31248 0.79
C 3.40545 -5.11973 2.78088 -0.06
C 2.26374 -5.24522 3.78279 -0.40
C 2.13220 -3.99183 4.64179 -0.07
C 0.93965 -5.61432 3.09605 -0.06
N 0.55845 -4.63266 2.03250 -0.04
C 0.91765 -4.63985 0.72395 -0.05
N 0.50597 -3.52043 0.19556 -0.04
N -0.08660 -2.86577 1.21120 -0.22
N -0.05661 -3.51177 2.32539 0.16
H 4.35743 -5.04954 3.30775 0.10
H 3.31532 -4.20930 2.17367 0.07
H 3.47155 -5.98639 2.11514 0.09
H 2.46801 -6.09920 4.43295 0.15
H 2.00666 -3.09380 4.02736 0.06
H 3.03499 -3.85352 5.23808 0.10
H 1.28791 -4.05810 5.33149 0.09
H 0.12521 -5.63560 3.81352 0.14
H 1.01799 -6.57911 2.60284 0.14
H 1.42788 -5.44784 0.21495 0.17
C -3.43655 -3.15787 1.11398 -0.13
C -4.53450 -2.24198 1.65681 -0.22
C -4.17174 -1.59827 2.99755 -0.15
C -3.13888 -0.47722 2.88958 -0.15
N -3.68697 0.72251 2.23734 -0.04
C -3.50171 1.13492 0.98608 -0.62
Se -2.47463 0.34959 -0.38694 0.90
N -4.19851 2.24190 0.74929 0.01
C -4.31834 2.97241 -0.54181 -0.11
C -5.25773 2.27210 -1.52504 -0.18
C -6.69694 2.13434 -1.01090 -0.24
C -7.48987 3.43871 -1.11553 -0.09
C -4.88623 2.57590 1.91765 -0.13
C -5.74785 3.63278 2.21090 0.03
C -6.25553 3.66857 3.48738 -0.02
C -5.91104 2.69802 4.45432 -0.02
C -5.05856 1.65832 4.16380 0.02
C -4.56074 1.61692 2.86195 -0.14
H -3.64878 -3.45447 0.08457 0.05
H -3.35801 -4.06981 1.71109 0.09
H -2.45227 -2.66935 1.14210 -0.02
H -5.44275 -2.82944 1.79009 0.13
H -4.77596 -1.46556 0.92383 0.10
H -3.77024 -2.35235 3.67907 0.13
H -5.07260 -1.18844 3.45821 0.12
H -2.26665 -0.79348 2.31896 0.06
H -2.79088 -0.17576 3.87479 0.13
H -3.31934 3.07715 -0.95740 0.11
H -4.68753 3.96486 -0.30089 0.13
H -4.85151 1.28799 -1.76847 0.08
H -5.25129 2.86179 -2.44555 0.13
H -6.69850 1.77560 0.02473 0.10
H -7.19672 1.36582 -1.60119 0.12
H -6.96688 4.28338 -0.65212 0.06
H -8.46172 3.34591 -0.62869 0.09
H -7.66776 3.69779 -2.16105 0.09
H -6.00806 4.39075 1.48140 0.12
H -6.93157 4.46850 3.76272 0.13
H -6.32368 2.78032 5.45175 0.13
H -4.79003 0.92105 4.91274 0.13
```

Results
ΔE to the lowest compared entry with this formula, charge and spin   20.9 kcal/mol
Gap between HOMO and LUMO   5.985 eV
Charge   +3

Computed, not measured: a molecular structure, C29H69N4O12V2 in a non-equilibrium geometry, with ωB97M-V/def2-TZVPD.

```
116
Properties=species:S:1:pos:R:3:lowdin_charge:R:1
O -4.28274 -2.34033 -3.57206 -0.28
V -4.47566 -1.59381 -2.20617 0.97
O -5.77572 -0.70029 -2.19520 -0.26
O -2.85971 -5.70535 -1.58762 -0.24
V -3.51324 -4.56908 -0.67826 1.10
O -3.30312 -4.95536 0.86325 -0.27
C -0.47061 -2.11993 0.08925 -0.05
C -1.15713 -2.31022 -1.26224 -0.35
O -2.55594 -2.49839 -1.28341 -0.39
H 0.61401 -2.20558 0.02326 0.08
H -0.73219 -2.99423 0.68529 0.07
H -0.71984 -1.15177 0.52359 0.07
H -0.75405 -3.16340 -1.80788 0.12
H -0.93398 -1.38644 -1.79604 0.08
C -3.01579 0.47492 3.35977 -0.08
O -2.90761 -0.56809 2.41977 -0.21
C -4.15803 -0.94280 1.93315 -0.21
C -4.58761 -0.00791 0.83812 -0.20
N -3.79139 -0.15848 -0.35947 -0.08
C -3.74238 1.12209 -1.06865 -0.17
C -2.89851 1.12995 -2.35347 -0.21
O -3.53440 0.22350 -3.17664 -0.25
C -3.44785 0.68364 -4.62399 0.03
H -1.97474 0.77071 3.48948 0.08
H -3.20791 0.10073 4.36534 0.10
H -3.54034 1.31928 2.91255 0.10
H -4.75986 -0.85233 2.83743 0.13
H -4.25768 -1.98187 1.61930 0.12
H -4.65315 1.00477 1.23596 0.12
H -5.66931 -0.12392 0.77050 0.13
H -2.88946 -0.59779 -0.24279 0.09
H -3.21940 1.84619 -0.44393 0.13
H -4.75629 1.51211 -1.15793 0.14
H -1.86164 0.92771 -2.08494 0.12
H -2.97411 2.13959 -2.75721 0.14
H -4.02089 -0.04479 -5.19766 0.09
H -2.47293 0.71251 -5.11061 0.09
H -3.85985 1.66239 -4.86975 0.10
C 1.48611 -5.76451 4.50868 -0.09
O 1.29280 -4.34897 4.52257 -0.20
C 2.16531 -3.78087 3.58489 -0.24
C 2.19216 -2.24206 3.66081 -0.14
N 0.97229 -1.40844 3.29917 -0.05
C -0.28003 -1.72937 3.84995 -0.22
C -0.38175 -1.31502 5.31749 -0.16
O 0.16661 0.04516 5.45669 -0.23
C -0.09572 0.89629 6.62138 -0.06
H 0.96993 -6.21808 5.35480 0.09
H 2.47348 -6.07207 4.85308 0.08
H 1.27390 -6.05575 3.47997 0.09
H 1.79548 -4.15992 2.63219 0.11
H 3.19800 -4.08089 3.76275 0.12
H 3.15813 -1.77324 3.47318 0.11
H 2.37074 -2.03757 4.71645 0.11
H 1.17136 -0.59564 3.86469 0.06
H -0.50740 -2.74334 3.52093 0.13
H -0.97497 -1.01721 3.40499 0.08
H 0.02127 -1.87090 6.16405 0.12
H -1.42323 -1.41415 5.62344 0.11
H 0.28970 1.91356 6.68991 0.08
H 0.40314 0.39281 7.44948 0.08
H -1.13572 0.96463 6.94047 0.08
C 1.86690 -2.84950 -6.76372 -0.09
O 0.49033 -2.54918 -6.56540 -0.21
C 0.24257 -2.04444 -5.27879 -0.22
C 1.01378 -0.66922 -4.91998 -0.12
N 0.58246 0.00422 -3.62827 -0.07
C 1.16530 1.31722 -3.49179 -0.22
C 0.34099 2.53233 -4.03308 -0.14
O -0.42986 2.41263 -5.31996 -0.19
C 0.36451 2.96403 -6.35956 -0.14
H 2.33716 -3.37827 -5.93464 0.09
H 2.15732 -1.84122 -7.05887 0.09
H 1.85307 -3.53614 -7.61014 0.09
H 0.42890 -2.79591 -4.51154 0.10
H -0.84058 -2.02719 -5.39952 0.12
H 0.53511 -0.08018 -5.70228 0.11
H 2.09990 -0.76058 -4.90978 0.11
H 0.32930 -0.41792 -2.74634 0.07
H 2.21216 1.25164 -3.78823 0.11
H 1.33704 1.32689 -2.41545 0.08
H 1.02027 3.37471 -3.90243 0.11
H -0.45388 2.86837 -3.36724 0.10
H -0.16588 2.98205 -7.31163 0.09
H 1.29566 2.40494 -6.45165 0.09
H 0.64091 4.01837 -6.36774 0.08
C 1.77078 4.30972 3.01045 -0.03
C 1.81850 3.40630 1.78694 -0.47
C 2.11772 4.28269 0.62962 -0.14
C 2.55366 3.55857 -0.72573 -0.15
C 3.68216 2.63297 -0.35094 -0.16
C 3.47845 1.65799 0.82017 -0.49
N 2.91394 2.37560 1.98286 -0.12
O 2.61357 1.60828 3.06749 0.00
C 2.63786 0.56988 0.22466 -0.05
C 4.85768 1.08543 1.33895 -0.01
C 0.39055 2.68516 1.57264 0.00
H 1.40562 5.29989 2.73784 0.08
H 2.74803 4.48321 3.46099 0.10
H 1.07409 3.93246 3.75905 0.08
H 1.32839 5.02847 0.53542 0.12
H 2.97179 4.93446 0.81366 0.12
H 2.94778 4.33798 -1.37787 0.11
H 1.74264 3.02694 -1.22344 0.07
H 4.35287 3.31778 0.16799 0.11
H 4.30273 2.25311 -1.16255 0.13
H 1.68804 0.99047 -0.10558 0.05
H 3.00285 0.08553 -0.68103 0.09
H 2.29118 -0.24529 0.85981 0.07
H 5.44158 0.46945 0.65504 0.08
H 5.40610 1.91392 1.78722 0.08
H 4.64127 0.49039 2.22619 0.06
H 0.35251 1.70224 2.04222 0.06
H 0.25352 2.46610 0.51371 0.05
H -0.45285 3.34334 1.78137 0.08
H 1.76273 1.24692 2.80851 0.05
```

Results
Gap between HOMO and LUMO   3.582 eV
Charge   +1

Computed, not measured: a single C3H5N3 molecule in a non-equilibrium geometry, with ωB97M-V/def2-TZVPD.

```
11
Properties=species:S:1:pos:R:3:lowdin_charge:R:1
C 1.72379 -0.28566 -0.49498 -0.04
N 0.58895 0.12452 -0.88629 0.02
C -0.42345 -0.14233 0.14531 -0.48
N -0.88842 1.10731 0.69781 0.06
C -1.58371 -0.95893 -0.26524 -0.15
N -2.51436 -1.60176 -0.50521 0.15
H 1.83251 -1.05115 0.28807 0.08
H 2.63748 0.15893 -0.87128 0.07
H 0.11429 -0.64034 0.96063 0.12
H -0.06440 1.65996 0.92063 0.08
H -1.42268 1.62945 0.01054 0.08
```

Results
ΔE to the lowest compared entry with this formula, charge and spin   41.2 kcal/mol
SMILES   C=N[C@@H](N)C#N
Gap between HOMO and LUMO   11.124 eV
Charge   0

Computed, not measured: 3 unconnected molecules or ions with the total composition C4H14NO2 in a non-equilibrium geometry, with ωB97M-V/def2-TZVPD.

```
21
Properties=species:S:1:pos:R:3:lowdin_charge:R:1
C 0.45529 -2.90236 0.74347 -0.09
C 0.18847 -1.73281 1.69867 -0.22
C 0.12101 -0.30952 1.19298 -0.06
C 0.43157 -0.02781 -0.08637 -0.09
N -0.55215 0.57528 -1.02094 0.16
H 0.16098 -2.79400 -0.29910 0.07
H 1.49884 -3.19643 0.83194 0.08
H -0.14877 -3.72625 1.10582 0.08
H -0.86670 -1.88509 1.95095 0.12
H 0.84080 -1.73022 2.57315 0.12
H -0.22647 0.46435 1.87117 0.12
H 1.20972 -0.47171 -0.69617 0.12
H -1.31828 -0.06519 -1.23654 0.17
H -0.24118 0.84022 -1.95951 0.12
H -0.96930 1.42148 -0.55594 0.10
H 1.57337 2.91880 -2.84312 0.07
H 2.14628 1.73856 -2.16616 0.06
O 1.28605 2.08949 -2.43292 -0.05
H -2.47274 2.81595 -0.02952 0.08
H -1.57955 3.13983 1.13688 0.08
O -1.53727 2.83742 0.22127 -0.03
```

Results
ΔE to the lowest compared entry with this formula, charge and spin   63.0 kcal/mol
Gap between HOMO and LUMO   9.537 eV
Charge   +1

no.,DFT total energy (eV)
1,-211776.6582
2,-113078.0166
3,-7660.6671
4,-9952.0273